[1]
A structure of composition C28H39ClN5O4SZr, computed with ωB97M-V/def2-TZVPD.

Energy above the lowest of the compared OMol25 structures with the same formula, charge and spin (kJ/mol): 359.2
Kohn-Sham gap (Ha): 0.28730
Total charge: +1
Multiplicity: 1
E (eV): -69945.205
Molar mass (g/mol): 668.4

The geometry in XYZ format:
```
79
C28H39ClN5O4SZr | the Open Molecules 2025 dataset | ωB97M-V/def2-TZVPD
Zr 0.46223 1.41385 0.48026
Cl 7.81046 1.45520 0.70159
S -1.73737 0.04702 1.22968
O 0.97578 -0.04999 -0.45646
O 1.77905 -0.03549 1.59407
O 2.09242 2.50236 -0.15088
O -1.59138 2.87418 -1.73182
N 0.03721 1.33009 -1.95451
N -1.23551 2.10547 -3.81996
N 1.74247 -0.35963 -2.43760
N -0.40046 -2.06058 2.06330
N -1.02109 -2.19104 -0.12113
C 1.07925 5.32192 0.49813
C -2.71383 -4.70653 -1.33435
C -2.30460 2.97932 -4.29341
C 3.35583 2.20167 0.06670
C 3.00720 0.07741 1.52489
C -1.84016 3.07130 1.47405
C -1.01766 -1.52184 1.01520
C 0.26588 -3.35607 2.09893
C 5.68145 2.83704 -0.25987
C 5.19401 0.87487 1.00701
C -1.35772 2.48687 2.64849
C -1.66044 -1.72997 -1.35165
C 6.11474 1.72831 0.47094
C 3.80296 1.07316 0.83758
C -0.06487 2.77962 3.08461
C 0.24471 4.30694 1.22361
C -1.03743 3.98058 0.77453
C -3.28773 -3.55019 -2.14843
C -0.55859 1.28563 -4.65348
C 0.76609 0.46141 -2.80923
C 0.41624 0.47709 -4.20621
C -0.67745 -4.55342 2.21316
C -0.94318 2.12232 -2.46012
C -3.11370 -2.17958 -1.49874
C 4.34078 3.06214 -0.44620
C -1.31340 -4.74748 3.58923
C 0.72195 3.68581 2.37806
C -2.36607 -3.70684 3.96881
H -4.35369 -3.72546 -2.30626
H -2.95918 -5.66504 -1.79043
H 4.00609 3.92092 -1.01248
H -3.10507 -3.58673 3.17388
H -0.84927 1.31994 -5.69470
H -1.93185 -2.72735 4.17244
H 5.53662 0.02545 1.58446
H 0.31281 2.31911 3.98880
H -2.82798 -3.53854 -3.14083
H -3.25491 2.68979 -3.84941
H -0.09346 -5.44516 1.97166
H -1.62283 -4.66118 -1.27012
H -1.97954 1.81183 3.21347
H -1.05364 -2.10073 -2.18015
H -1.58827 -0.64553 -1.36262
H 2.13856 5.08571 0.58175
H -0.43290 -1.51291 2.90481
H 0.93963 -0.17987 -4.88312
H -1.40671 4.43483 -0.13094
H -1.78307 -5.73265 3.60034
H -3.11854 -4.70907 -0.31959
H 6.40878 3.52009 -0.67781
H 2.03990 -0.04780 -1.15617
H -2.83461 2.83692 1.12002
H -2.09673 4.00790 -4.01021
H -0.57235 -3.09154 -0.14370
H 0.88937 -3.44312 1.20354
H 0.94791 -3.33197 2.94871
H 1.72249 3.91595 2.72724
H 3.59829 -0.67275 2.06393
H -2.89504 -4.01168 4.87124
H 2.41807 -0.56759 -3.16503
H -3.62985 -1.43797 -2.11301
H -0.52793 -4.77434 4.35028
H -2.36329 2.90051 -5.37548
H 0.82024 5.35438 -0.55910
H 0.91577 6.31522 0.91988
H -3.59902 -2.16094 -0.51872
H -1.46283 -4.48154 1.45466
```

Mulliken population analysis, charges in e, atoms 1 to 4:
1. Zr 1.071
2. Cl -0.207
3. S -0.748
4. O -0.285

***

[2]
A structure of composition C2H7IN2, computed with ωB97M-V/def2-TZVPD.

Energy above the lowest of the compared OMol25 structures with the same formula, charge and spin (kJ/mol): 146.9
Kohn-Sham gap (Ha): 0.32755
Multiplicity: 1
E (eV): -13265.344
Molar mass (g/mol): 186.0

The geometry in XYZ format:
```
12
C2H7IN2 | the Open Molecules 2025 dataset | ωB97M-V/def2-TZVPD
I -2.78422 0.07379 0.04205
N -0.55210 -1.75521 0.24347
N -0.77724 -0.20445 -0.33772
C -0.04587 0.68592 0.51573
C 1.23879 0.86748 -0.36474
H 1.47708 1.92248 -0.59751
H -1.40244 -2.26892 -0.09918
H 0.31868 -2.01767 -0.14760
H 0.99105 0.60384 -1.35807
H -0.55793 1.68654 0.70714
H 0.04027 0.17271 1.44778
H 2.05393 0.23350 -0.05135
```

natural (NBO) population analysis, charges in e, atoms 1 to 4:
1. I 0.233
2. N -0.708
3. N -0.411
4. C -0.292

***

[3]
The molecule C5H7N, computed with ωB97M-V/def2-TZVPD.

SMILES: C#C[C@@H]1CN1C
Energy above the lowest of the compared OMol25 structures with the same formula, charge and spin (kJ/mol): 344.4
Kohn-Sham gap (Ha): 0.37664
Multiplicity: 1
E (eV): -6784.944
Molar mass (g/mol): 81.1

The geometry in XYZ format:
```
13
C5H7N | the Open Molecules 2025 dataset | ωB97M-V/def2-TZVPD
N -0.26141 0.41963 0.38785
C -0.32729 1.22457 -0.77895
C 0.25561 -0.18572 -0.80492
C -1.35355 -0.08094 1.16978
C 2.66567 -1.13938 -0.23774
C 1.62890 -0.64252 -0.60493
H -1.57752 0.66764 1.93460
H 3.58366 -1.56143 0.11518
H 0.30772 2.10725 -0.81275
H -1.31267 1.36766 -1.24760
H -0.33957 -0.87200 -1.41342
H -2.27612 -0.32262 0.61970
H -0.99345 -0.98215 1.67321
```

natural (NBO) population analysis, charges in e, atoms 1 to 4:
1. N -0.388
2. C -0.210
3. C -0.159
4. C -0.408

***

Max |F|, record by record: 3.3; 4.0; 0.6 eV Å⁻¹